[1]
Formula: C11H17NNi2O9
Source: the OMol25 dataset
Level of theory: wB97M-V/def2-TZVPD

Structure (XYZ):
```
40
C11H17NNi2O9 (wB97M-V/def2-TZVPD)
Ni 20.68 11.61 4.39
Ni 20.59 12.34 7.16
C 24.40 10.16 5.33
C 23.35 10.87 5.82
C 23.29 11.22 7.30
O 22.29 11.93 7.76
C 24.29 10.85 8.11
C 25.38 10.00 7.66
C 25.46 9.65 6.18
O 26.40 9.04 5.75
O 26.19 9.54 8.42
O 22.44 11.39 5.06
H 24.48 9.96 4.27
H 24.13 11.06 9.16
O 20.01 10.82 6.14
H 19.57 10.03 6.46
O 20.63 13.23 5.46
H 20.77 14.16 5.27
C 17.11 8.82 7.05
N 15.92 7.94 7.01
O 15.61 7.48 5.93
O 15.33 7.75 8.06
H 17.94 8.09 7.03
H 17.11 9.47 7.91
H 17.24 9.36 6.11
C 21.50 8.01 5.27
C 21.55 8.73 3.92
O 20.45 9.63 3.71
C 19.20 8.99 3.40
C 18.10 10.05 3.34
H 21.94 8.65 6.04
H 20.46 7.78 5.51
H 22.03 7.07 5.20
H 22.47 9.29 3.81
H 21.58 8.02 3.09
H 19.33 8.62 2.38
H 18.97 8.19 4.10
H 18.13 10.59 2.40
H 18.20 10.82 4.13
H 17.13 9.58 3.47
```

Gap between HOMO and LUMO (alpha / beta) ... 6.638 / 6.335 eV
E_LUMO (alpha / beta) ... -0.040 / -0.050 hartree
Multiplicity ... 5

Here are the Mulliken charges for atoms 1 to 5, given in e: Ni 0.78; Ni 0.67; C -0.38; C 0.29; C 0.73



[2]
Formula: C38H42N3NiO4S
Source: the OMol25 dataset
Level of theory: wB97M-V/def2-TZVPD

Structure (XYZ):
```
89
C38H42N3NiO4S (wB97M-V/def2-TZVPD)
Ni -0.05 1.07 0.45
C 2.87 -0.49 -2.86
C 3.23 0.59 -1.83
C 4.39 1.47 -2.32
C 3.56 -0.01 -0.47
C 4.49 -1.04 -0.40
C 4.86 -1.56 0.83
C 4.31 -1.03 1.98
C 3.36 0.00 1.95
C 2.91 0.49 3.33
C 2.25 -0.63 4.15
C 2.05 1.74 3.43
C 2.98 0.50 0.70
N 1.95 1.48 0.57
C 2.34 2.76 0.55
O 3.46 3.25 0.68
C 1.17 3.69 0.30
C 1.25 5.07 0.15
C 0.09 5.75 -0.18
C -1.11 5.06 -0.38
C -1.10 3.69 -0.21
N 0.01 3.07 0.16
C -2.27 2.76 -0.46
O -3.34 3.24 -0.82
N -1.93 1.48 -0.24
C -2.94 0.48 -0.41
C -3.97 0.35 0.53
C -4.89 -0.68 0.39
C -4.80 -1.59 -0.65
C -3.77 -1.46 -1.57
C -2.84 -0.43 -1.46
C -1.74 -0.35 -2.51
C -2.33 -0.07 -3.90
C -0.88 -1.62 -2.53
C -4.11 1.29 1.72
C -5.35 2.17 1.58
C -4.11 0.52 3.04
H 2.59 -0.03 -3.81
H 2.04 -1.10 -2.51
H 3.72 -1.15 -3.06
H 2.36 1.23 -1.71
H 5.29 0.87 -2.45
H 4.59 2.27 -1.61
H 4.14 1.92 -3.29
H 4.92 -1.43 -1.31
H 5.58 -2.37 0.89
H 4.63 -1.41 2.94
H 3.86 0.74 3.83
H 1.17 -0.66 3.94
H 2.39 -0.45 5.22
H 2.65 -1.62 3.92
H 1.08 1.59 2.95
H 2.54 2.61 2.99
H 1.87 1.95 4.49
H 2.21 5.55 0.28
H 0.11 6.83 -0.31
H -2.03 5.55 -0.68
H -5.69 -0.79 1.12
H -5.52 -2.39 -0.75
H -3.69 -2.16 -2.39
H -1.10 0.50 -2.25
H -2.97 -0.89 -4.23
H -1.54 0.06 -4.64
H -2.94 0.84 -3.88
H -1.50 -2.52 -2.60
H -0.29 -1.71 -1.61
H -0.20 -1.61 -3.38
H -3.24 1.94 1.72
H -6.25 1.56 1.52
H -5.29 2.78 0.68
H -5.45 2.83 2.45
H -5.02 -0.08 3.14
H -4.07 1.21 3.88
H -3.25 -0.15 3.10
O -0.31 -6.72 -1.92
C 0.74 -5.97 -1.48
O 1.86 -6.36 -1.70
C 0.41 -4.72 -0.75
C -0.87 -4.41 -0.28
C -1.12 -3.23 0.40
C -0.08 -2.32 0.65
S -0.43 -0.84 1.53
C 1.20 -2.63 0.17
C 1.44 -3.81 -0.51
H -1.13 -6.26 -1.74
H -1.71 -5.09 -0.43
H -2.12 -2.98 0.73
H 2.00 -1.93 0.34
H 2.43 -4.05 -0.87
```

Relative energy (zero: lowest compared OMol25 entry of this formula, charge and spin) ... 34.8 kJ/mol
Charge ... -1
Gap between HOMO and LUMO (alpha / beta) ... 7.552 / 7.613 eV
E_LUMO (alpha / beta) ... 0.089 / 0.085 hartree
Multiplicity ... 3

Here are the Mulliken charges for atoms 1 to 5, given in e: Ni 0.26; C -1.39; C 0.80; C -1.77; C 1.29



no.,calculated total energy (eV)
1,-113681.2007
2,-104632.7563